Record 1
The following is a DFT calculation (ωB97M-V/def2-TZVPD) of C55H51KN10O4PS as an isolated structure at a distorted geometry.

Its net charge is -1. As for the lowest unoccupied orbital energy: 2.18 eV. Its energy relative to the best compared isomer or geometry (same formula, charge and spin) is 0.00 kJ/mol. The total energy is -4314.54365 Ha.

Cartesian coordinates (Å):
K -2.019 -1.064 0.822
N 1.206 -4.052 -1.001
C 0.327 -3.627 -0.028
S -1.293 -4.101 -0.181
N 0.911 -2.980 0.966
N 0.257 -2.148 1.756
C 0.732 -1.971 2.956
C 1.905 -2.744 3.460
C 1.798 -3.629 4.528
C 2.897 -4.364 4.952
C 4.118 -4.224 4.311
C 4.236 -3.344 3.243
C 3.137 -2.615 2.819
C 0.128 -0.941 3.800
C 0.676 -0.621 5.056
C 0.114 0.391 5.808
C -0.989 1.073 5.313
C -1.460 0.706 4.062
N -0.925 -0.257 3.322
H 0.929 -4.888 -1.483
H 2.188 -3.965 -0.777
H 0.841 -3.747 5.026
H 2.795 -5.052 5.783
H 4.973 -4.801 4.642
H 5.188 -3.230 2.739
H 3.224 -1.939 1.978
H 1.545 -1.153 5.412
H 0.535 0.653 6.771
H -1.457 1.877 5.864
H -2.308 1.224 3.622
O -7.243 -0.158 -2.116
C -6.320 0.600 -2.759
C -6.702 1.339 -3.877
C -5.791 2.119 -4.569
C -4.477 2.182 -4.138
C -4.101 1.475 -3.009
C -4.992 0.674 -2.298
C -4.454 0.022 -1.061
O -3.438 0.575 -0.503
N -5.111 -1.002 -0.575
N -4.507 -1.674 0.418
C -5.195 -2.179 1.363
C -4.543 -3.014 2.373
C -5.293 -3.921 3.127
C -4.657 -4.695 4.079
C -3.288 -4.550 4.254
C -2.622 -3.631 3.455
N -3.226 -2.877 2.550
H -8.077 -0.092 -2.590
H -7.737 1.297 -4.204
H -6.120 2.676 -5.437
H -3.757 2.784 -4.678
H -3.085 1.536 -2.639
H -6.275 -2.034 1.454
H -6.357 -4.019 2.946
H -5.218 -5.405 4.674
H -2.751 -5.131 4.992
H -1.548 -3.494 3.544
O -4.567 2.187 2.063
N -3.669 3.183 2.239
C -2.610 3.138 1.535
C -1.598 4.188 1.669
C -1.986 5.441 2.153
C -1.069 6.461 2.302
C 0.263 6.235 1.994
C 0.664 4.996 1.526
C -0.248 3.960 1.323
P 0.279 2.292 0.668
C 2.043 2.271 1.192
C 2.330 1.358 2.205
C 3.612 1.250 2.727
C 4.627 2.052 2.230
C 4.358 2.947 1.202
C 3.078 3.055 0.682
C 0.419 2.753 -1.107
C -0.577 3.504 -1.731
C -0.546 3.724 -3.100
C 0.489 3.212 -3.868
C 1.490 2.470 -3.256
C 1.447 2.231 -1.893
H -4.293 1.652 1.269
H -2.429 2.333 0.827
H -3.029 5.589 2.400
H -1.392 7.431 2.662
H 0.992 7.025 2.130
H 1.712 4.836 1.326
H 1.540 0.710 2.562
H 3.814 0.533 3.515
H 5.631 1.972 2.627
H 5.155 3.566 0.807
H 2.891 3.734 -0.142
H -1.389 3.917 -1.143
H -1.329 4.303 -3.575
H 0.512 3.390 -4.936
H 2.309 2.072 -3.843
H 2.215 1.628 -1.430
C 3.141 -1.106 -6.620
C 3.392 -0.467 -5.253
N 4.029 -1.377 -4.315
C 5.465 -1.567 -4.472
C 6.255 -0.510 -3.703
C 3.437 -1.955 -3.223
O 4.073 -2.683 -2.473
C 2.007 -1.626 -2.931
C 0.946 -1.881 -3.790
C -0.336 -1.550 -3.392
C -0.508 -0.947 -2.154
N 0.492 -0.728 -1.310
C 1.711 -1.088 -1.683
H 2.609 -0.404 -7.264
H 2.539 -2.008 -6.514
H 4.078 -1.379 -7.106
H 2.451 -0.123 -4.835
H 4.039 0.407 -5.381
H 5.707 -1.524 -5.535
H 5.715 -2.554 -4.091
H 6.014 0.494 -4.058
H 7.327 -0.670 -3.828
H 6.012 -0.571 -2.642
H 1.114 -2.352 -4.752
H -1.188 -1.742 -4.029
H -1.488 -0.625 -1.821
H 2.504 -0.934 -0.956

Cartesian forces (eV/Å) of the 2 atoms listed first:
0.745 -0.039 0.110
0.176 0.020 0.241

***

Record 2
The following is a DFT calculation (ωB97M-V/def2-TZVPD) of C55H55N4O6PS2SbW as an isolated structure.

Its net charge is +2. As for the lowest unoccupied orbital energy (spin up / spin down): -6.24 / -6.32 eV. Its energy relative to the best compared isomer or geometry (same formula, charge and spin) is 0.00 kJ/mol. The spin multiplicity is 2. The total energy is -4244.03208 Ha.

Cartesian coordinates (Å):
W -0.031 0.095 -0.185
C -6.343 -6.982 -0.558
O -4.989 -7.084 -0.121
C -4.315 -5.961 0.133
C -3.003 -6.123 0.595
C -2.229 -5.030 0.893
C -2.726 -3.716 0.781
C -4.012 -3.582 0.235
C -4.804 -4.670 -0.072
C -1.903 -2.534 1.026
C -0.504 -2.619 1.279
C 0.099 -3.608 2.093
C 1.416 -3.277 2.216
C 1.629 -2.119 1.439
N 0.416 -1.661 0.921
C 2.879 -1.600 1.133
C 3.020 -0.398 0.447
C 4.242 0.109 -0.074
C 3.980 1.326 -0.615
C 2.601 1.589 -0.389
C 2.005 2.836 -0.517
C 2.762 3.918 -1.188
C 2.996 3.811 -2.564
C 3.681 4.794 -3.242
C 4.169 5.912 -2.554
O 4.820 6.819 -3.299
C 5.370 7.959 -2.650
C 3.967 6.013 -1.180
C 3.264 5.021 -0.512
C 0.779 3.082 0.093
N -0.107 2.097 0.512
C -1.144 2.801 1.126
C -2.307 2.262 1.653
C -3.262 3.164 2.340
C -2.875 3.835 3.493
C -3.747 4.679 4.164
C -5.036 4.870 3.671
O -5.962 5.660 4.235
C -5.605 6.394 5.401
C -5.434 4.202 2.507
C -4.560 3.357 1.859
C -2.603 0.908 1.567
C -3.767 0.310 2.109
C -3.699 -1.019 1.843
C -2.467 -1.258 1.174
N -1.778 -0.056 0.994
C -0.876 4.200 1.091
C 0.289 4.375 0.424
N 1.989 0.499 0.227
C 4.084 -2.340 1.541
C 5.061 -1.730 2.321
C 6.192 -2.419 2.726
C 6.369 -3.745 2.331
O 7.426 -4.502 2.659
C 8.445 -3.930 3.471
C 5.397 -4.364 1.534
C 4.270 -3.673 1.156
H -6.703 -8.003 -0.634
H -6.403 -6.500 -1.535
H -6.945 -6.435 0.170
H -2.617 -7.127 0.703
H -1.214 -5.215 1.206
H -4.395 -2.604 -0.011
H -5.784 -4.508 -0.495
H -0.422 -4.398 2.604
H 2.174 -3.771 2.801
H 5.187 -0.404 -0.025
H 4.668 2.015 -1.074
H 2.636 2.941 -3.103
H 3.864 4.723 -4.306
H 6.111 7.666 -1.903
H 4.586 8.560 -2.183
H 5.853 8.537 -3.430
H 4.359 6.850 -0.621
H 3.136 5.103 0.560
H -1.877 3.690 3.889
H -3.416 5.176 5.064
H -6.481 6.979 5.661
H -4.765 7.063 5.199
H -5.358 5.724 6.227
H -6.435 4.367 2.134
H -4.892 2.844 0.964
H -4.520 0.831 2.676
H -4.375 -1.784 2.183
H -1.526 4.948 1.511
H 0.787 5.297 0.181
H 4.928 -0.704 2.643
H 6.920 -1.923 3.351
H 9.186 -4.711 3.607
H 8.050 -3.629 4.443
H 8.907 -3.075 2.973
H 5.560 -5.389 1.228
H 3.526 -4.154 0.531
C 1.399 -5.560 -0.832
C 0.535 -4.693 -1.710
O 1.033 -3.317 -1.618
P 0.370 -2.155 -2.441
S -1.382 -1.567 -1.622
S 1.408 -0.460 -2.306
O 0.261 -2.804 -3.860
C -0.181 -2.148 -5.081
C -1.642 -2.431 -5.329
H 1.033 -6.586 -0.871
H 1.367 -5.221 0.204
H 2.431 -5.555 -1.181
H -0.508 -4.691 -1.381
H 0.581 -4.994 -2.753
H 0.456 -2.561 -5.859
H 0.030 -1.082 -4.996
H -1.819 -3.503 -5.400
H -1.949 -1.974 -6.270
H -2.264 -2.025 -4.530
C -1.555 0.983 -4.210
Sb -1.444 1.589 -2.185
C -3.516 1.620 -1.737
C -1.059 3.654 -2.507
H -2.017 -0.001 -4.283
H -0.576 0.986 -4.682
H -2.192 1.714 -4.710
H -4.044 2.094 -2.564
H -3.692 2.187 -0.827
H -3.885 0.603 -1.608
H -1.731 3.974 -3.302
H -0.029 3.817 -2.821
H -1.260 4.233 -1.611

Cartesian forces (eV/Å) of the 2 atoms listed first:
0.017 -0.015 -0.204
-0.056 -0.029 -0.016